<P>
H20O10 | wB97M-V/def2-TZVPD

Positions of all 30 atoms, in Å:
O: -3.132 -1.511 0.856
H: -2.332 -1.833 0.380
H: -3.235 -0.595 0.848
O: -0.015 -2.913 1.234
H: 0.141 -3.309 0.358
H: -0.220 -1.940 1.048
O: -3.027 1.206 1.142
H: -2.960 1.288 0.298
H: -2.117 1.511 1.370
O: 2.354 0.706 1.435
H: 2.324 1.516 1.865
H: 2.578 1.124 0.604
O: 2.795 -0.406 -2.185
H: 2.829 -1.345 -1.813
H: 1.798 -0.402 -2.314
O: 1.843 1.918 -1.258
H: 2.551 2.549 -1.022
H: 2.335 1.369 -1.928
O: -0.145 -0.269 0.364
H: 0.699 0.003 0.771
H: -0.065 -0.201 -0.657
O: -2.197 1.576 -1.509
H: -2.851 2.130 -1.843
H: -2.469 0.609 -1.862
O: 0.113 -0.787 -2.481
H: -0.003 -1.731 -2.713
H: -0.108 -0.256 -3.197
O: 0.760 0.285 4.225
H: 0.744 -0.659 4.557
H: 1.013 0.367 3.424

The gap between HOMO and LUMO comes out at 0.35620 hartree. The highest occupied orbital energy is -10.26 eV. Its SMILES is O.O.O.O.O.O.O.O.O.O. As for the spin multiplicity: 1.

Atom charges from the natural (NBO) analysis, given in e for atoms 1 to 6: O -0.9700; H 0.4663; H 0.4840; O -0.9753; H 0.4481; H 0.4996

=====

<Q>
H20O10 | wB97M-V/def2-TZVPD

Positions of all 30 atoms, in Å:
O: -0.363 2.190 1.733
H: -1.340 1.809 1.695
H: 0.059 1.404 1.390
O: 0.893 -3.747 0.315
H: 0.882 -3.325 -0.569
H: 1.803 -3.498 0.546
O: -1.171 -0.158 -3.729
H: -1.301 -1.064 -3.934
H: -1.110 0.039 -2.823
O: 0.124 1.634 4.259
H: -0.097 2.496 3.808
H: 0.172 1.313 3.311
O: -1.795 -2.214 -0.060
H: -2.653 -2.617 -0.127
H: -1.365 -3.031 -0.028
O: -1.147 -0.692 3.238
H: -0.795 -0.653 2.346
H: -0.248 -0.838 3.649
O: -1.454 0.726 -0.789
H: -2.011 1.229 -0.232
H: -1.645 -0.178 -0.666
O: 0.690 -1.890 -1.782
H: -0.163 -1.542 -1.982
H: 1.132 -1.544 -2.617
O: 3.870 1.114 -1.446
H: 3.225 0.934 -2.134
H: 3.543 0.646 -0.694
O: 0.391 3.340 -1.583
H: 1.298 3.619 -1.621
H: 0.369 2.692 -0.859

The gap between HOMO and LUMO comes out at 0.37842 hartree. The highest occupied orbital energy is -10.72 eV. Its SMILES is O.O.O.O.O.O.O.O.O.O. As for the spin multiplicity: 1.

Atom charges from the natural (NBO) analysis, given in e for atoms 1 to 6: O -0.9286; H 0.4786; H 0.4670; O -0.9665; H 0.4885; H 0.4675

=====

Most stable to least stable: <Q>, <P>

=====

<P>
C8H9N2O | wB97M-V/def2-TZVPD

Positions of all 20 atoms, in Å:
C: 3.118 -0.472 -0.021
C: 3.242 0.822 -0.128
C: 2.217 -1.489 0.530
C: 2.272 1.952 0.046
C: 1.085 -1.809 0.041
C: 0.965 1.769 0.193
C: -0.735 -0.239 0.122
C: -0.183 -1.515 -0.318
N: 0.041 0.785 0.282
N: -3.537 0.173 0.077
O: -0.330 2.139 0.279
H: 4.004 -0.909 -0.352
H: 4.232 1.127 -0.338
H: 2.795 -2.054 1.252
H: 2.710 3.015 -0.046
H: -1.756 0.032 -0.251
H: -0.772 -2.199 -0.869
H: -3.975 0.195 1.000
H: -4.096 -0.227 -0.613
H: -3.272 1.129 0.062

Its charge is +1. The gap between HOMO and LUMO comes out at 0.29167 hartree. The highest occupied orbital energy is -13.31 eV. As for the spin multiplicity: 1.

Atom charges from the natural (NBO) analysis, given in e for atoms 1 to 6: C -0.1808; C -0.1775; C -0.2844; C -0.2731; C 0.2689; C 0.4598

=====

<Q>
C8H9N2O | wB97M-V/def2-TZVPD

Positions of all 20 atoms, in Å:
C: -0.597 0.245 2.160
C: -0.012 -0.924 2.452
C: -0.851 0.695 0.877
C: 0.232 -1.819 1.353
C: 0.132 -1.325 0.016
C: 0.690 -3.061 1.726
C: -0.262 2.012 -1.476
C: 0.655 -0.043 -2.339
N: -0.261 0.016 -0.130
N: -0.126 0.544 -1.312
O: 1.081 -4.028 2.139
H: -0.965 0.867 2.992
H: 0.084 -1.221 3.500
H: -1.503 1.565 0.767
H: -1.179 2.300 -1.987
H: -0.226 2.521 -0.387
H: 0.672 2.417 -2.063
H: 1.675 -0.158 -2.208
H: 0.273 -0.940 -2.683
H: 0.487 0.338 -3.397

Its charge is +1. The gap between HOMO and LUMO (spin up / spin down) comes out at 0.26888 / 0.26892 hartree. The highest occupied orbital energy (spin up / spin down) is -12.67 / -12.67 eV. As for the spin multiplicity: 1.

Atom charges from the natural (NBO) analysis, given in e for atoms 1 to 6: C -0.2579; C -0.1017; C 0.0605; C -0.4387; C 0.0804; C 0.9526

=====

Most stable to least stable: <Q>, <P>

=====

<P>
C6H11NO | wB97M-V/def2-TZVPD

Positions of all 19 atoms, in Å:
C: 1.512 0.531 -0.723
C: 0.518 0.204 0.259
C: -0.501 1.327 0.415
C: -0.957 -0.325 -1.273
C: -0.183 -0.970 -0.137
C: 1.110 -0.927 0.937
H: 1.916 -0.409 -1.202
H: 2.372 1.089 -0.417
H: 1.179 1.390 -1.498
H: -1.014 1.141 1.374
H: -0.538 2.397 0.359
H: -2.209 -0.557 -1.320
H: -0.242 -0.240 -2.186
H: -2.056 -0.597 0.714
H: -1.146 -1.077 1.851
H: 2.119 -1.381 0.788
H: 0.704 -1.225 1.997
N: -1.351 -1.388 0.741
O: -1.232 1.018 -0.677

The gap between HOMO and LUMO comes out at 0.35740 hartree. The highest occupied orbital energy is -9.00 eV. Its SMILES is C[C@@]12COC[C@@]1(N)C2. As for the spin multiplicity: 1.

Atom charges from the natural (NBO) analysis, given in e for atoms 1 to 6: C -0.6030; C -0.2086; C -0.0707; C -0.1078; C 0.0225; C -0.2683

=====

<Q>
C6H11NO | wB97M-V/def2-TZVPD

Positions of all 19 atoms, in Å:
O: 1.278 -2.962 0.079
C: 0.973 -1.942 -0.500
N: 0.417 -0.886 0.336
C: -0.573 0.044 0.019
C: -0.457 1.324 0.766
C: -1.513 2.430 0.454
C: -1.419 3.630 1.095
C: 1.220 -1.700 -1.924
H: 0.304 -1.281 1.336
H: -1.677 -0.291 0.232
H: -0.599 0.190 -1.171
H: 0.519 1.813 0.289
H: -0.271 1.165 1.849
H: -2.156 2.372 -0.405
H: -2.009 4.461 0.612
H: -0.843 3.840 1.969
H: 1.981 -2.445 -2.542
H: 0.377 -1.846 -2.664
H: 1.848 -0.799 -1.946

The gap between HOMO and LUMO comes out at 0.37410 hartree. The highest occupied orbital energy is -9.30 eV. Its SMILES is C=CCCNC(C)=O. As for the spin multiplicity: 1.

Atom charges from the natural (NBO) analysis, given in e for atoms 1 to 6: O -0.5777; C 0.6774; N -0.6548; C -0.2047; C -0.4516; C -0.1839

=====

<R>
C6H11NO | wB97M-V/def2-TZVPD

Positions of all 19 atoms, in Å:
C: -0.467 -0.284 -0.672
C: -1.426 0.469 -0.203
C: 0.683 0.466 -1.194
C: -0.961 1.923 -0.425
C: 0.560 1.692 -0.338
C: 1.091 -3.113 2.158
N: 0.913 -1.999 1.596
O: 0.080 -1.150 2.326
H: -2.326 0.178 0.390
H: -0.134 -1.709 3.141
H: 1.705 -0.052 -1.290
H: 0.533 0.870 -2.172
H: -1.153 2.308 -1.446
H: -1.294 2.724 0.234
H: 0.815 1.348 0.752
H: 1.195 2.577 -0.639
H: -0.393 -1.349 -0.721
H: 1.795 -3.832 1.783
H: 0.724 -3.505 3.130

The gap between HOMO and LUMO comes out at 0.35208 hartree. The highest occupied orbital energy is -8.73 eV. Its SMILES is C1=CCCC1.C=NO. As for the spin multiplicity: 1.

Atom charges from the natural (NBO) analysis, given in e for atoms 1 to 6: C -0.1794; C -0.2010; C -0.4588; C -0.4438; C -0.3679; C -0.1840

=====

<S>
C6H11NO | wB97M-V/def2-TZVPD

Positions of all 19 atoms, in Å:
C: -0.913 -0.149 0.177
C: -0.452 1.397 -0.196
C: 1.101 1.273 0.141
C: 1.146 -0.258 0.043
C: 0.020 -0.845 -1.048
C: 0.297 -0.687 1.157
H: -2.624 -1.466 -0.060
H: -2.928 0.151 0.722
H: -0.638 1.647 -1.357
H: -0.972 2.263 0.248
H: 1.866 1.389 -0.726
H: 1.136 1.691 1.164
H: 2.708 -1.440 -0.876
H: -0.327 -0.321 -2.055
H: -0.291 -1.894 -0.772
H: 0.070 -1.816 1.357
H: 0.570 -0.056 2.041
N: -2.457 -0.386 0.045
O: 2.687 -0.493 -0.005

The gap between HOMO and LUMO comes out at 0.36645 hartree. The highest occupied orbital energy is -9.32 eV. As for the spin multiplicity: 1.

Atom charges from the natural (NBO) analysis, given in e for atoms 1 to 6: C 0.1770; C -0.4244; C -0.4745; C 0.2674; C -0.4826; C -0.4716

=====

Most stable to least stable: <Q>, <R>, <S>, <P>

=====

<P>
C6H11NO | wB97M-V/def2-TZVPD

Positions of all 19 atoms, in Å:
C: -2.328 0.244 1.431
C: -2.458 0.355 0.112
C: -0.998 -1.481 2.016
N: -1.224 -0.243 2.154
H: -3.162 0.541 2.063
H: -1.618 0.272 -0.562
H: -3.421 0.623 -0.296
H: -0.121 -1.904 2.498
H: -1.712 -2.161 1.549
C: 2.007 -0.984 -0.619
C: 1.313 0.118 -1.351
C: 1.677 1.391 -1.253
O: 1.073 2.377 -2.001
H: 2.471 -1.672 -1.329
H: 2.777 -0.621 0.061
H: 1.291 -1.574 -0.037
H: 0.521 -0.158 -2.039
H: 2.261 1.748 -0.409
H: 1.652 3.128 -1.988

The gap between HOMO and LUMO comes out at 0.35447 hartree. The highest occupied orbital energy is -8.68 eV. Its SMILES is C/C=C/O.C=CN=C. As for the spin multiplicity: 1.

Atom charges from the natural (NBO) analysis, given in e for atoms 1 to 6: C -0.0359; C -0.4587; C -0.0430; N -0.3998; H 0.1941; H 0.2065

=====

<Q>
C6H11NO | wB97M-V/def2-TZVPD

Positions of all 19 atoms, in Å:
O: 3.521 0.352 0.093
C: 2.323 0.266 0.129
C: 1.531 -0.072 -1.112
C: 0.164 -0.751 -0.974
C: -0.468 -0.281 0.365
C: -0.246 -1.121 1.455
C: -2.069 1.446 0.127
N: -0.723 1.018 0.436
H: 1.770 0.565 1.040
H: 2.225 -0.575 -1.784
H: 1.389 0.889 -1.617
H: -0.519 -0.443 -1.753
H: 0.352 -1.823 -0.909
H: -0.645 -0.848 2.432
H: 0.094 -2.139 1.327
H: -2.451 1.178 -0.881
H: -2.097 2.526 0.115
H: -2.824 1.008 0.779
H: -1.327 -1.193 0.733

The gap between HOMO and LUMO comes out at 0.27717 hartree. The highest occupied orbital energy is -7.31 eV. As for the spin multiplicity: 1.

Atom charges from the natural (NBO) analysis, given in e for atoms 1 to 6: O -0.5229; C 0.4351; C -0.5147; C -0.4455; C 0.1926; C -0.4100

=====

<R>
C6H11NO | wB97M-V/def2-TZVPD

Positions of all 19 atoms, in Å:
C: -1.443 0.611 -1.164
C: -0.895 0.051 0.191
C: -0.666 1.178 1.242
C: 0.360 -0.843 0.125
C: 1.655 -0.633 -0.234
C: 2.061 0.577 -0.879
H: -2.331 1.156 -0.939
H: -0.753 1.243 -1.728
H: -1.711 -0.288 -1.751
H: -1.624 -0.679 0.599
H: -1.497 1.825 1.076
H: 0.281 1.711 1.036
H: -0.630 0.730 2.280
H: -0.757 -2.528 0.894
H: 0.952 -2.709 0.773
H: 2.367 -1.374 0.020
H: 1.313 1.384 -0.872
N: 0.128 -2.106 0.666
O: 3.189 0.695 -1.336

The gap between HOMO and LUMO comes out at 0.33829 hartree. The highest occupied orbital energy is -8.41 eV. Its SMILES is CC(C)/C(N)=C\C=O. As for the spin multiplicity: 1.

Atom charges from the natural (NBO) analysis, given in e for atoms 1 to 6: C -0.6005; C -0.2485; C -0.5971; C 0.3144; C -0.4480; C 0.3809

=====

<S>
C6H11NO | wB97M-V/def2-TZVPD

Positions of all 19 atoms, in Å:
C: -0.854 -0.137 -0.279
C: -1.826 0.865 -0.851
C: -2.875 -0.185 -0.330
C: 1.777 -1.569 0.588
C: 1.335 1.004 0.859
C: 1.514 -0.150 0.002
N: -1.715 -0.973 0.186
O: 1.962 0.015 -1.275
H: -1.758 1.872 -0.272
H: -1.800 1.088 -1.917
H: -3.624 -0.022 0.464
H: -3.386 -0.886 -1.209
H: 1.394 -2.257 -0.096
H: 1.163 -1.697 1.482
H: 2.815 -1.768 0.817
H: 1.955 0.901 1.758
H: 0.308 0.971 1.251
H: 1.509 1.958 0.387
H: 2.105 0.970 -1.564

The gap between HOMO and LUMO comes out at 0.29114 hartree. The highest occupied orbital energy is -7.32 eV. As for the spin multiplicity: 1.

Atom charges from the natural (NBO) analysis, given in e for atoms 1 to 6: C 0.1384; C -0.5311; C -0.2444; C -0.6700; C -0.7167; C 0.5043

=====

Most stable to least stable: <R>, <P>, <Q>, <S>